{
  "formula": "C19H29IrN9OS2",
  "method": "ωB97M-V/def2-TZVPD",
  "lumo_energy_ev": [-11.3, -13.9],
  "molar_mass_g_mol": 655.85,
  "charge": 4,
  "spin_multiplicity": 6,
  "e_tot_ev": -60101.2260,
  "e_homo_ev": [-19.145, -19.759],
  "homo_lumo_gap_ev": [7.85, 5.83],
  "de_lowest_kj_mol": 0.0,
  "species": ["Ir", "S", "S", "O", "N", "N", "N", "N", "N", "N", "N", "N", "N", "C", "C", "C", "C", "C", "C", "C", "C", "C", "C", "C", "C", "C", "C", "C", "C", "C", "C", "C", "H", "H", "H", "H", "H", "H", "H", "H", "H", "H", "H", "H", "H", "H", "H", "H", "H", "H", "H", "H", "H", "H", "H", "H", "H", "H", "H", "H", "H"],
  "positions_angstrom": [[0.084, -0.091, 0.122], [-2.075, 4.063, 0.399], [-0.001, -2.372, -0.946], [2.341, -0.754, 0.245], [1.168, -0.678, 2.134], [0.096, 0.697, -2.501], [-1.578, -1.481, 1.390], [1.387, 2.082, 0.219], [-1.177, -4.625, -0.266], [0.389, 0.922, -5.398], [-0.029, -0.425, 4.088], [-1.674, -2.838, 1.077], [3.350, -1.570, 2.134], [1.417, 0.786, -3.147], [0.566, 3.150, 0.388], [-1.035, -3.350, 0.022], [2.450, 4.626, 0.632], [1.056, -0.874, 3.460], [4.594, -1.821, 1.394], [-3.248, 2.844, 0.162], [3.213, -1.875, 3.452], [2.301, -1.001, 1.474], [3.276, 3.526, 0.459], [2.693, 2.266, 0.259], [1.079, 4.443, 0.593], [1.371, 1.564, -4.465], [-0.853, 0.062, -3.431], [-1.325, 1.528, 0.176], [-0.828, 2.861, 0.336], [2.088, -1.565, 4.143], [-0.964, 0.813, -4.761], [-2.714, 1.566, 0.055], [4.052, -2.364, 3.930], [2.129, 1.266, -2.478], [-0.510, -0.960, -3.611], [-1.339, 1.826, -4.611], [-3.350, 0.708, -0.109], [-1.787, -5.242, 0.255], [1.991, -1.818, 5.189], [0.723, -0.007, -5.671], [2.356, 1.585, -4.931], [-4.296, 3.113, 0.104], [-0.676, -5.038, -1.040], [-1.408, -1.393, 2.387], [4.353, 3.627, 0.472], [0.326, 1.460, -6.268], [-0.636, 0.232, 3.626], [-0.232, 1.632, -2.275], [1.771, -0.232, -3.328], [3.305, 1.385, 0.111], [5.332, -2.258, 2.060], [0.402, 5.276, 0.739], [1.045, 2.591, -4.302], [4.981, -0.885, 0.997], [-2.303, -3.418, 1.620], [2.870, 5.610, 0.800], [-1.841, 0.006, -2.978], [-0.105, -0.500, 5.092], [-1.643, 0.292, -5.435], [-2.463, -1.026, 1.183], [4.410, -2.499, 0.564]],
  "mulliken_spin": [2.771, -0.058, 0.341, 0.139, 0.128, 0.156, 0.133, 0.199, 0.022, -0.001, 0.001, 0.005, 0.002, 0.002, 0.012, -0.033, -0.025, 0.014, 0.001, 0.273, 0.003, -0.010, 0.125, 0.008, 0.108, 0.006, -0.006, 0.428, 0.199, -0.002, 0.010, 0.027, 0.000, 0.004, 0.001, 0.000, 0.005, -0.002, 0.001, 0.000, 0.001, 0.009, 0.001, -0.005, 0.000, 0.000, -0.004, -0.003, 0.000, 0.026, 0.000, 0.003, -0.001, 0.001, 0.002, 0.003, -0.006, 0.000, 0.000, -0.010, 0.000]
}